A cluster of 2 separate species, C3H10NO in total. Source: OMol25; level of theory: ωB97M-V/def2-TZVPD.

The geometry in ORCA input format:
```
! wB97M-V def2-TZVPD RIJCOSX def2/J DEFGRID3
* xyz 1 1
C -0.682 1.319 -0.388
C -0.376 0.462 0.822
C -1.245 0.282 1.806
N 0.783 -0.478 0.667
H 0.182 1.201 -1.052
H -1.474 0.781 -0.924
H -1.128 2.292 -0.234
H -1.162 -0.213 2.772
H -2.157 0.883 1.825
H 0.476 -1.342 1.112
H 1.551 -0.149 1.257
H 1.081 -0.571 -0.308
H 1.865 -0.910 -2.518
H 0.963 -2.008 -2.794
O 1.321 -1.548 -2.044
*
```

Summary:
Strongest force on any atom   2.1 eV/Å
LUMO level   -3.46 eV
HOMO energy   -14.6 eV
E   -250.0155 Eh
Frontier orbital gap   11.15 eV

Charge distribution, Mulliken scheme, values in e:
1 C -1.1913
2 C 0.7071
3 C -0.9420
4 N -0.1364
5 H 0.2984
6 H 0.3347
7 H 0.3934
8 H 0.3063
9 H 0.2586
10 H 0.4090
11 H 0.3962
12 H 0.1842
13 H 0.3313
14 H 0.3208
15 O -0.6704

***

A structure of composition C15H31F5IrOP2Te. Source: OMol25; level of theory: ωB97M-V/def2-TZVPD.

The geometry in ORCA input format:
```
! wB97M-V def2-TZVPD RIJCOSX def2/J DEFGRID3
* xyz 2 6
P 0.207 2.025 3.251
P -0.804 0.945 -0.085
C 0.978 2.377 1.567
C -0.206 2.750 0.684
H 1.467 1.411 1.303
H 1.696 3.180 1.747
H -1.167 3.016 1.195
H 0.021 3.483 -0.098
C 0.040 1.483 -1.792
H 0.051 0.649 -2.499
H 1.062 1.869 -1.682
H -0.525 2.305 -2.264
C -2.389 1.360 -0.890
H -2.374 2.389 -1.261
H -3.139 1.172 -0.116
H -2.503 0.650 -1.726
C 1.478 1.430 4.308
H 1.060 0.617 4.888
H 1.705 2.273 4.955
H 2.347 1.123 3.720
C -0.053 3.684 3.873
H -0.924 4.155 3.426
H 0.855 4.230 3.645
H -0.147 3.610 4.956
Ir -1.025 0.672 2.327
C 0.079 -1.674 -4.627
C 1.402 -1.473 -4.635
C 2.354 -0.693 -3.785
C 2.300 -0.744 -2.213
C 1.353 -1.721 -1.568
C 0.011 -1.847 -1.724
C -1.113 -2.086 -2.661
C -0.572 -2.798 -3.905
C -1.554 1.043 4.315
H -0.629 -0.991 -5.107
H 1.939 -1.957 -5.451
H 2.337 0.362 -4.115
H 3.368 -1.041 -4.033
H 3.330 -0.964 -1.876
H 2.164 0.315 -1.910
H 1.890 -2.330 -0.852
H -0.439 -1.582 -0.739
H -1.566 -1.101 -2.912
H -1.886 -2.661 -2.129
H 0.147 -3.556 -3.538
H -1.390 -3.208 -4.498
H -2.578 1.442 4.346
H -1.056 1.648 5.102
H -1.443 0.045 4.744
F 0.496 -3.333 0.391
Te -0.893 -3.733 1.727
F -0.544 -5.530 1.184
F 0.654 -4.041 2.933
F -2.227 -3.742 0.256
F -2.144 -4.544 3.035
O -1.498 -0.360 0.814
*
```

Summary:
Strongest force on any atom   7.1 eV/Å
LUMO level (alpha / beta)   -7.99 / -10.69 eV
HOMO energy (alpha / beta)   -13.3 / -14.9 eV
E   -2218.6841 Eh
Frontier orbital gap (alpha / beta)   5.26 / 4.20 eV
Expectation value of S²   8.78

Charge distribution, Mulliken scheme, values in e:
1 P 0.8171
2 P 0.8515
3 C -0.9537
4 C -1.1388
5 H 0.2899
6 H 0.7188
7 H 0.4751
8 H 0.6058
9 C -1.3613
10 H 0.2802
11 H 0.5316
12 H 0.5650
13 C -1.3774
14 H 0.4372
15 H 0.4052
16 H 0.3352
17 C -1.2828
18 H 0.4522
19 H 0.4240
20 H 0.3828
21 C -1.4692
22 H 0.3531
23 H 0.4562
24 H 0.5198
25 Ir 0.4402
26 C -0.4731
27 C -0.6430
28 C -0.5172
29 C -0.5798
30 C -0.0979
31 C 0.2845
32 C -0.1076
33 C -0.5518
34 C -1.4374
35 H 0.4057
36 H 0.4268
37 H 0.3031
38 H 0.4326
39 H 0.5356
40 H -0.0976
41 H 0.5016
42 H 0.0124
43 H 0.1122
44 H 0.3104
45 H 0.3503
46 H 0.4526
47 H 0.4458
48 H 0.4018
49 H 0.4702
50 F -0.4787
51 Te 1.8907
52 F -0.3247
53 F -0.3750
54 F -0.4132
55 F -0.3582
56 O -0.6393

***

A structure of composition C22H32AsN5RhTe. Source: OMol25; level of theory: ωB97M-V/def2-TZVPD.

The geometry in ORCA input format:
```
! wB97M-V def2-TZVPD RIJCOSX def2/J DEFGRID3
* xyz -1 1
Rh -0.098 -0.527 -0.473
C -1.926 -1.619 2.709
As -0.790 -0.465 1.681
C -0.154 0.772 3.001
C 1.057 -2.235 2.150
C 1.209 -2.367 3.561
C 2.066 -1.520 4.313
C 2.165 -1.605 5.689
C 1.422 -2.540 6.412
C 0.604 -3.410 5.697
C 0.508 -3.341 4.316
H -1.266 -2.201 3.344
H -2.459 -2.274 2.025
H -2.604 -1.040 3.330
H 0.402 0.227 3.762
H -1.020 1.274 3.432
H 0.493 1.501 2.518
H 1.746 -1.599 1.607
H 0.488 -2.954 1.576
H 2.647 -0.774 3.778
H 2.836 -0.931 6.212
H 1.490 -2.595 7.491
H 0.029 -4.163 6.227
H -0.124 -4.046 3.786
C 4.443 1.504 -4.539
C 3.093 1.222 -5.193
C 3.045 -0.200 -5.753
C 1.945 1.530 -4.236
N 2.005 0.787 -2.978
C 1.872 -0.517 -2.712
N 1.930 -0.700 -1.416
N 2.073 0.559 -0.884
N 2.123 1.437 -1.804
H 5.257 1.334 -5.245
H 4.603 0.846 -3.681
H 4.511 2.534 -4.184
H 2.957 1.917 -6.027
H 3.408 -0.926 -5.023
H 3.685 -0.282 -6.633
H 2.034 -0.489 -6.049
H 0.976 1.332 -4.697
H 1.972 2.577 -3.942
H 1.727 -1.296 -3.441
Te -1.432 -2.607 -0.953
C -4.071 0.725 1.966
C -3.908 1.260 0.575
C -4.989 1.930 0.009
C -4.931 2.475 -1.260
C -3.748 2.339 -1.967
C -2.644 1.680 -1.441
C -1.411 1.588 -2.295
C -2.699 1.120 -0.139
N -1.564 0.533 0.412
H -4.944 1.173 2.442
H -3.203 0.946 2.586
H -4.204 -0.358 1.961
H -5.898 2.021 0.595
H -5.780 2.997 -1.684
H -3.666 2.758 -2.965
H -1.575 2.115 -3.240
H -1.172 0.543 -2.515
H -0.543 2.022 -1.793
*
```

Summary:
Strongest force on any atom   1.9 eV/Å
LUMO level (alpha / beta)   2.17 / 2.17 eV
HOMO energy (alpha / beta)   -2.8 / -2.8 eV
E   -3745.5247 Eh
Frontier orbital gap (alpha / beta)   4.94 / 4.93 eV

Charge distribution, Mulliken scheme, values in e:
1 Rh -0.4458
2 C -0.6021
3 As 0.7278
4 C -1.0435
5 C -1.6836
6 C 0.9717
7 C -0.6420
8 C -0.3515
9 C -0.5615
10 C -0.4440
11 C -0.5232
12 H 0.0005
13 H 0.2421
14 H 0.3659
15 H 0.3374
16 H 0.3999
17 H 0.2482
18 H 0.3704
19 H 0.4889
20 H 0.3411
21 H 0.3497
22 H 0.3551
23 H 0.3563
24 H 0.4229
25 C -1.4396
26 C 0.6764
27 C -1.5442
28 C -1.1776
29 N 1.0065
30 C -0.1651
31 N -0.5780
32 N -0.1175
33 N -0.5541
34 H 0.4295
35 H 0.2869
36 H 0.3674
37 H 0.3137
38 H 0.3337
39 H 0.4197
40 H 0.3941
41 H 0.4167
42 H 0.4308
43 H 0.5403
44 Te -0.6202
45 C -0.9911
46 C 1.2127
47 C -0.6836
48 C -0.9387
49 C -0.6637
50 C 1.0932
51 C -0.8591
52 C -0.1389
53 N -0.3675
54 H 0.3774
55 H 0.0262
56 H 0.1966
57 H 0.3324
58 H 0.3520
59 H 0.2807
60 H 0.3404
61 H 0.1449
62 H 0.1859

***

A cluster of 2 separate species, C4H8N2 in total. Source: OMol25; level of theory: ωB97M-V/def2-TZVPD.

The geometry in ORCA input format:
```
! wB97M-V def2-TZVPD RIJCOSX def2/J DEFGRID3
* xyz 0 3
C 1.432 -0.370 0.100
C 1.719 0.915 0.161
C 1.362 -1.664 -0.066
C -0.955 1.123 -0.474
N -2.388 -0.578 -0.274
N -1.542 0.250 0.195
H 1.257 1.663 0.856
H 2.506 1.384 -0.448
H 0.631 -2.082 -0.811
H 1.634 -2.410 0.601
H -0.772 1.997 0.033
H -0.953 0.833 -1.485
H -2.599 -1.271 0.438
H -1.331 0.211 1.174
*
```

Summary:
Strongest force on any atom   9.3 eV/Å
LUMO level (alpha / beta)   0.96 / -0.26 eV
HOMO energy (alpha / beta)   -5.2 / -9.8 eV
E   -266.4344 Eh
Frontier orbital gap (alpha / beta)   6.19 / 9.51 eV
Expectation value of S²   2.01

Charge distribution, Mulliken scheme, values in e:
1 C 0.3319
2 C -0.5627
3 C -0.7025
4 C -1.1039
5 N -0.8727
6 N 0.4494
7 H 0.2433
8 H 0.2329
9 H 0.2254
10 H 0.2881
11 H 0.5929
12 H 0.4003
13 H 0.2198
14 H 0.2577

***

A structure of composition C3H6N2O2. Source: OMol25; level of theory: ωB97M-V/def2-TZVPD.

The geometry in ORCA input format:
```
! wB97M-V def2-TZVPD RIJCOSX def2/J DEFGRID3
* xyz 0 1
N 1.050 0.898 0.848
C -0.093 1.469 0.383
O -0.487 2.570 0.721
C -0.877 0.624 -0.622
O -1.410 -0.590 -0.043
C -0.775 -1.743 -0.137
N 0.534 -1.657 -0.501
H 1.645 1.471 1.427
H 1.431 0.085 0.383
H -0.257 0.379 -1.490
H -1.750 1.202 -0.921
H 0.139 -2.102 0.658
H 0.851 -2.608 -0.705
*
```

Summary:
Strongest force on any atom   0.4 eV/Å
LUMO level   0.70 eV
HOMO energy   -9.2 eV
E   -377.7828 Eh
Frontier orbital gap   9.91 eV

Charge distribution, Mulliken scheme, values in e:
1 N -0.3394
2 C 0.4940
3 O -0.6108
4 C -0.4011
5 O -0.0998
6 C -0.2533
7 N -0.5889
8 H 0.2242
9 H 0.2599
10 H 0.3440
11 H 0.2416
12 H 0.3840
13 H 0.3456

***

A structure of composition C14H18ClN3S. Source: OMol25; level of theory: ωB97M-V/def2-TZVPD.

The geometry in ORCA input format:
```
! wB97M-V def2-TZVPD RIJCOSX def2/J DEFGRID3
* xyz 0 1
C 2.856 4.400 3.209
C 1.986 3.417 3.126
C 2.378 1.898 3.373
N 1.827 1.205 2.359
C 0.653 0.757 2.351
N 0.146 -0.025 1.467
C 0.835 -0.180 0.341
H 2.163 -0.425 0.442
C 0.606 -1.444 -0.576
N -0.919 -1.308 -0.998
C -1.222 -1.674 -2.117
C -2.152 -0.710 -2.749
C -2.807 -0.763 -4.220
C -2.286 -2.059 -4.825
C -1.253 -2.755 -4.378
C -0.981 -2.595 -2.909
Cl 0.065 -3.729 -2.449
H -1.051 -3.614 -4.823
H -2.581 -2.249 -5.943
H -3.601 -0.327 -4.382
H -2.625 0.162 -2.251
C -1.701 -0.577 0.168
H -1.628 0.448 -0.235
C -1.205 -0.731 1.531
H -0.822 -1.784 1.584
H -1.749 -0.193 2.027
H -2.809 -0.716 -0.130
H 1.215 -1.714 -1.466
H 0.560 -2.350 0.147
H 0.864 0.615 -0.411
S -0.169 0.540 3.899
H 2.321 1.460 1.461
H 3.437 1.840 3.551
H 1.844 1.830 4.379
H 0.958 3.770 3.125
H 2.731 5.290 3.095
H 4.118 4.290 3.228
*
```

Summary:
Strongest force on any atom   17.2 eV/Å
LUMO level   0.26 eV
HOMO energy   -7.7 eV
E   -1566.4327 Eh
Frontier orbital gap   7.98 eV

Charge distribution, Mulliken scheme, values in e:
1 C -0.8978
2 C 0.0545
3 C -0.9683
4 N -0.0879
5 C 0.3259
6 N 0.1382
7 C -0.4219
8 H 0.3483
9 C -1.2104
10 N 0.1232
11 C 0.0949
12 C -0.4469
13 C -1.0636
14 C -0.2120
15 C -0.8633
16 C 1.2446
17 Cl -0.2649
18 H 0.4548
19 H 0.2483
20 H 0.5737
21 H 0.1763
22 C -0.7500
23 H 0.5174
24 C -1.5714
25 H 0.2486
26 H 1.0978
27 H 0.4515
28 H 0.5720
29 H 0.3080
30 H 0.3162
31 S -0.5243
32 H 0.3858
33 H 0.4778
34 H 0.2192
35 H 0.3106
36 H 0.4617
37 H 0.1333